Formula: C36H55Cl12N3O15
Source: the Open Molecules 2025 dataset
Level of theory: wB97M-V/def2-TZVPD

The value obtained for the LUMO energy is 0.21 eV. The total energy comes out at -223675.3712 eV. Its largest force on an atom is 5.26 eV Å⁻¹.

XYZ file:
```
121
C36H55Cl12N3O15 wB97M-V/def2-TZVPD
C 10.46076 10.56644 13.03840
Cl 8.82328 10.10739 12.54058
Cl 11.68226 9.94938 11.93858
Cl 10.80030 10.06169 14.71382
H 10.51406 11.65512 13.03364
C 14.15812 8.26942 15.71972
Cl 15.46582 8.46974 16.90684
Cl 13.85340 6.56262 15.44564
Cl 14.59020 9.11405 14.27104
H 13.24264 8.70794 16.11683
C 18.03422 11.20670 14.29784
Cl 18.49208 9.57767 15.06762
Cl 19.26928 11.87106 13.25234
Cl 17.63642 12.38132 15.52970
H 17.15320 11.02836 13.68134
C 9.97974 15.72088 13.43842
Cl 9.20664 14.12630 13.32156
Cl 9.97406 16.44142 15.11838
Cl 9.17841 16.95662 12.31930
H 10.98284 15.56922 13.03980
C 9.74837 13.24758 23.32080
C 10.59410 13.71852 22.11694
C 11.24472 12.59322 21.31202
C 12.13332 11.69318 22.10720
N 12.76846 10.96888 22.71120
H 10.29908 12.69636 24.08302
H 8.88204 12.62382 23.10060
H 9.33624 14.09632 23.86658
H 11.40384 14.37076 22.44406
H 9.96163 14.29596 21.44266
H 11.79548 12.98902 20.45874
H 10.39876 12.04098 20.90272
C 11.39472 16.14296 9.33870
C 12.38644 15.07554 9.69255
C 12.02706 13.64430 9.19241
C 10.90920 13.16430 9.98668
N 10.03866 12.82168 10.61852
H 11.81308 17.10378 9.63848
H 10.44054 16.03952 9.85537
H 11.28374 16.34058 8.27252
H 12.54792 14.98642 10.76682
H 13.31992 15.31084 9.18132
H 12.92696 13.04034 9.30874
H 11.87756 13.57526 8.11492
C 17.29038 11.45274 20.20215
C 15.99172 11.13724 19.49460
C 15.20970 12.35322 19.26948
C 14.69728 13.11100 20.43980
N 14.35948 13.69016 21.37596
H 17.15170 11.94878 21.16278
H 17.96482 12.02654 19.56653
H 17.76044 10.52438 20.52662
H 15.41430 10.45686 20.12054
H 16.14132 10.62774 18.54268
H 14.41826 11.92154 18.65683
H 15.81844 13.08304 18.73570
C 11.10384 18.73462 21.54508
C 12.26236 17.97684 20.92107
C 12.29884 16.48926 21.13468
O 12.38078 15.88232 19.89544
C 12.32616 16.82441 18.91410
O 12.36246 16.67180 17.67928
O 12.24430 18.02856 19.51710
H 10.90116 19.68787 21.05690
H 11.39344 18.99150 22.56402
H 10.11788 18.26988 21.53942
H 13.25704 18.34141 21.17762
H 11.36836 16.18116 21.61152
H 13.12518 16.18129 21.77536
C 12.17718 13.56106 16.74366
C 13.21824 13.65534 15.62276
C 13.99990 12.33924 15.36934
O 13.88094 12.17670 13.98702
C 13.13970 13.07148 13.45490
O 12.82492 13.08046 12.25710
O 12.69900 13.98484 14.36204
H 11.57988 14.46754 16.84177
H 12.68518 13.34688 17.68396
H 11.47594 12.76802 16.48397
H 13.97352 14.43038 15.75298
H 13.57278 11.45406 15.84060
H 14.99528 12.43648 15.80278
C 15.32830 17.80995 13.79580
C 14.83862 16.61052 13.13230
C 14.92154 16.65648 11.62226
O 15.53580 15.42618 11.29610
C 16.00052 14.80410 12.39894
O 16.62219 13.73570 12.43884
O 15.66938 15.49238 13.49118
H 15.43616 17.65350 14.86912
H 14.70308 18.68992 13.64468
H 16.33594 17.97700 13.41518
H 13.79584 16.46811 13.41588
H 15.54970 17.46524 11.24888
H 13.91000 16.74546 11.22606
C 7.32726 10.80000 16.90044
C 8.22242 12.02572 16.51444
C 7.43734 13.31180 16.24130
O 8.03628 14.30838 17.05115
C 8.83116 13.71014 17.92332
O 9.42080 14.30474 18.88088
O 8.97096 12.37888 17.65638
H 6.74134 10.93024 17.81030
H 7.86206 9.85040 16.91942
H 6.64342 10.61930 16.07110
H 8.91576 11.85024 15.69188
H 6.42310 13.07634 16.56376
H 7.39420 13.59450 15.18950
C 13.66504 9.24300 8.93550
C 15.02068 9.86894 9.32400
C 15.00330 10.95984 10.37771
O 16.06088 10.53968 11.21094
C 16.52138 9.35820 10.84072
O 17.50258 8.79675 11.37218
O 15.72326 8.81896 9.91798
H 13.32674 8.55292 9.70844
H 13.79936 8.65484 8.02768
H 12.91794 10.03607 8.90417
H 15.50430 10.19390 8.40282
H 14.05834 10.96926 10.92090
H 15.11756 11.98906 10.03744
```